(1)
The following is a DFT calculation (ωB97M-V/def2-TZVPD) of C16H17N6O4Zn as an isolated structure at a distorted geometry.

Calculated values
LUMO energy (spin up / spin down) in Eh: -0.0473 / -0.0471
HOMO energy (spin up / spin down) in eV: -3.0 / -5.6
Maximum force in eV Å⁻¹: 3.56
2S+1: 2

Each line ends with the Löwdin charge.
Element x y z (Å)
Zn: -0.219 1.543 0.500  0.755
O: -2.014 2.298 0.577  -0.332
N: -2.998 1.426 0.907  -0.076
N: -2.575 0.390 1.563  -0.331
O: -1.340 0.186 1.827  -0.222
C: -3.557 -0.518 1.907  -0.220
C: -3.106 -1.564 2.764  -0.057
C: -4.026 -2.576 3.089  -0.127
C: -5.397 -2.492 2.692  -0.150
C: -5.795 -1.365 1.967  -0.147
C: -4.910 -0.388 1.559  -0.069
H: -2.048 -1.649 3.069  0.084
H: -3.768 -3.552 3.571  0.092
H: -6.110 -3.253 2.952  0.068
H: -6.856 -1.179 1.632  0.107
H: -5.296 0.407 0.910  0.092
C: 1.378 0.884 -3.920  -0.037
N: 0.953 -0.024 -2.912  -0.039
C: 1.519 -1.337 -2.844  0.022
C: 1.366 -2.049 -1.709  0.005
C: 0.616 -1.527 -0.609  -0.325
N: 0.143 -0.275 -0.702  0.158
C: 0.384 0.513 -1.763  -0.477
O: 0.174 1.741 -1.616  -0.006
N: 0.403 -2.213 0.507  0.222
H: 2.243 1.456 -3.594  0.088
H: 0.568 1.567 -4.216  0.114
H: 1.774 0.336 -4.782  0.096
H: 2.037 -1.661 -3.732  0.129
H: 1.763 -3.030 -1.586  0.106
H: 0.555 -3.202 0.509  0.118
H: -0.183 -1.840 1.240  0.105
O: 1.440 1.782 1.456  -0.148
N: 2.521 1.858 0.658  -0.143
C: 3.556 0.990 1.016  0.025
C: 4.764 1.039 0.339  -0.017
C: 4.892 1.990 -0.713  -0.058
C: 3.845 2.799 -1.027  -0.061
C: 2.637 2.763 -0.367  0.015
H: 3.408 0.362 1.908  0.152
H: 5.584 0.442 0.683  0.108
H: 5.839 2.073 -1.203  0.107
H: 4.083 3.617 -1.779  0.148
H: 1.752 3.232 -0.725  0.124


(2)
The following is a DFT calculation (ωB97M-V/def2-TZVPD) of an isolated ion of composition C3H7ClN3O and charge +1 at a distorted geometry.

Calculated values
LUMO energy in Eh: -0.1299
HOMO energy in eV: -13.6
SMILES: CN1NC(O)=[NH+][C@@H]1Cl
Maximum force in eV Å⁻¹: 3.32
Net charge: +1

Each line ends with the Löwdin charge.
Element x y z (Å)
C: 1.132 1.716 0.348  -0.039
N: 0.286 0.683 -0.306  -0.154
N: -0.919 0.460 0.385  0.194
C: -1.397 -0.736 0.090  -0.324
O: -2.517 -1.260 0.450  0.257
N: -0.420 -1.347 -0.638  0.138
C: 0.719 -0.581 -0.720  -0.648
Cl: 1.986 -1.254 0.411  0.619
H: 1.980 1.709 -0.360  0.105
H: 0.670 2.680 0.194  0.087
H: 1.468 1.693 1.432  0.119
H: -1.204 1.157 1.057  0.196
H: -2.588 -2.150 0.111  0.156
H: -0.533 -2.311 -0.859  0.172
H: 1.338 -0.459 -1.595  0.123


(3)
The following is a DFT calculation (ωB97M-V/def2-TZVPD) of a 2-piece molecular cluster, C4H12N2 overall at a distorted geometry.

Calculated values
LUMO energy in Eh: 0.0405
HOMO energy in eV: -8.4
SMILES: C=NC.CNC
Maximum force in eV Å⁻¹: 1.82

Each line ends with the Löwdin charge.
Element x y z (Å)
C: 1.407 -1.050 0.363  -0.093
N: 1.818 0.089 -0.003  -0.062
C: 2.970 0.536 0.792  -0.157
H: 0.390 -1.353 0.160  0.036
H: 1.980 -1.738 0.994  0.069
H: 3.327 -0.248 1.472  0.060
H: 2.658 1.372 1.421  0.073
H: 3.811 0.883 0.203  0.062
C: -1.695 0.503 -1.703  -0.157
N: -1.279 0.444 -0.326  -0.198
C: -2.044 -0.385 0.583  -0.153
H: -2.780 0.396 -1.884  0.073
H: -1.366 1.390 -2.195  0.064
H: -1.271 -0.325 -2.290  0.073
H: -1.211 1.394 0.009  0.097
H: -1.438 -0.706 1.425  0.060
H: -2.309 -1.307 0.065  0.077
H: -2.967 0.105 0.914  0.075